Density functional theory data (ωB97M-V/def2-TZVPD) for a molecular structure, C32H65N13OOs in a non-equilibrium geometry.

Output
total charge: +3
multiplicity: 6
⟨S²⟩: 8.7657
E_HOMO (spin up / spin down): -14.44 / -14.65 eV

```
112
Properties=species:S:1:pos:R:3:forces:R:3:mulliken_spin:R:1
Os 0.144 -0.067 0.385 0.12 0.29 0.08 2.648
C -4.408 2.238 0.003 -0.05 -0.03 -0.04 0.000
N -3.539 2.275 -1.163 -0.12 -0.04 -0.08 0.011
C -3.933 3.241 -2.183 -0.06 0.08 -0.02 0.000
C -2.400 1.525 -1.257 0.13 -0.01 0.03 -0.017
N -1.580 1.369 -0.232 0.18 -0.49 0.11 0.122
C -1.531 2.469 0.735 0.19 0.23 -0.15 0.104
C -0.210 3.197 0.526 -0.22 -0.05 0.06 -0.086
N 0.910 2.284 0.777 -0.01 -0.21 -0.09 0.276
C 1.365 2.355 2.177 0.04 -0.19 0.11 -0.075
C 1.486 0.977 2.828 -0.04 0.07 0.29 0.092
N 0.258 0.185 2.721 0.10 0.23 -0.46 0.118
C -0.509 0.030 3.773 0.02 -0.29 -0.17 0.023
N -1.425 -1.024 3.747 -0.07 0.10 0.06 0.020
C -2.732 -0.836 4.363 -0.01 -0.03 0.01 0.000
C -0.909 -2.380 3.830 0.12 0.05 0.00 0.000
N -0.484 0.791 4.892 -0.16 0.00 0.14 0.013
C -0.309 2.237 4.934 0.10 0.03 -0.05 0.000
C -0.666 0.188 6.214 0.02 0.02 0.08 -0.001
C 1.986 2.468 -0.201 0.23 -0.07 -0.04 0.013
C 3.036 1.390 -0.063 -0.05 -0.04 0.04 0.005
N 2.458 0.064 -0.315 -0.28 -0.16 0.19 0.228
C 3.356 -0.869 -0.611 -0.10 0.00 0.02 0.025
N 4.618 -0.883 -0.091 0.03 0.07 -0.08 0.012
C 4.903 -0.544 1.291 0.01 0.06 0.00 0.000
C 5.799 -1.029 -0.938 0.09 0.00 -0.02 0.000
N 3.065 -1.863 -1.484 0.01 -0.02 -0.09 -0.015
C 3.834 -3.098 -1.537 -0.02 -0.07 -0.04 0.000
C 2.123 -1.647 -2.576 0.10 0.14 0.05 0.031
N -2.160 0.937 -2.459 -0.02 -0.19 0.14 -0.001
C -0.820 0.532 -2.858 0.03 0.24 0.03 0.042
C -3.204 0.749 -3.460 0.00 -0.01 -0.04 0.002
H -5.399 1.882 -0.297 0.00 0.03 0.03 0.000
H -4.006 1.569 0.759 0.01 0.02 0.01 0.001
H -4.535 3.231 0.439 0.04 -0.01 0.03 0.000
H -4.049 4.221 -1.715 0.03 -0.01 0.00 0.000
H -3.170 3.324 -2.951 0.00 0.00 0.02 0.000
H -4.888 2.982 -2.646 0.03 -0.02 -0.02 0.001
H -2.331 3.192 0.586 0.01 -0.05 0.10 0.011
H -1.599 2.075 1.753 -0.03 0.03 0.01 -0.029
H -0.172 3.530 -0.511 0.01 0.00 -0.01 0.000
H -0.154 4.090 1.156 0.07 0.00 0.00 -0.004
H 2.328 2.869 2.256 -0.03 0.08 -0.06 -0.005
H 0.641 2.940 2.735 0.09 0.06 -0.07 -0.022
H 2.264 0.410 2.315 0.04 0.02 0.05 0.021
H 1.800 1.092 3.869 0.03 0.01 -0.03 -0.005
H -2.796 -1.206 5.390 0.03 -0.01 -0.01 0.000
H -2.997 0.219 4.355 -0.01 0.00 0.01 0.000
H -3.476 -1.380 3.774 0.00 -0.01 0.02 0.001
H 0.020 -2.446 3.272 -0.03 -0.06 -0.06 -0.005
H -0.714 -2.686 4.865 -0.03 0.01 0.01 0.000
H -1.632 -3.089 3.426 0.01 -0.01 -0.01 -0.002
H -0.764 2.703 4.063 -0.01 -0.03 0.02 -0.001
H -0.827 2.610 5.816 -0.05 -0.02 -0.01 0.000
H 0.735 2.545 5.018 -0.02 0.01 -0.01 0.000
H -0.712 -0.894 6.155 0.02 -0.01 -0.05 0.000
H 0.193 0.449 6.835 -0.02 0.00 0.01 0.001
H -1.567 0.562 6.702 -0.01 -0.01 -0.03 0.000
H 1.548 2.417 -1.200 -0.04 0.01 0.01 -0.019
H 2.464 3.449 -0.088 -0.03 0.01 0.03 -0.006
H 3.822 1.588 -0.795 0.06 0.05 0.08 0.001
H 3.486 1.483 0.928 0.06 -0.03 -0.01 -0.010
H 4.038 -0.763 1.917 -0.02 0.06 -0.01 0.000
H 5.733 -1.164 1.630 -0.03 -0.04 0.01 0.000
H 5.202 0.499 1.426 0.00 -0.01 0.00 0.000
H 5.515 -1.110 -1.983 -0.01 0.01 0.02 0.000
H 6.427 -0.142 -0.829 -0.01 -0.01 0.00 0.000
H 6.393 -1.900 -0.655 -0.03 -0.02 -0.02 0.000
H 4.329 -3.276 -0.585 0.01 0.02 0.00 0.000
H 3.154 -3.928 -1.736 0.03 0.02 0.00 0.000
H 4.587 -3.092 -2.328 -0.01 -0.02 0.01 0.000
H 2.560 -1.012 -3.352 0.01 -0.04 -0.01 0.002
H 1.875 -2.609 -3.019 -0.01 -0.01 0.00 0.001
H 1.219 -1.186 -2.202 -0.01 -0.06 -0.05 0.027
H -0.245 1.378 -3.244 0.01 -0.01 0.00 0.001
H -0.284 0.103 -2.012 0.02 0.00 -0.04 0.086
H -0.889 -0.217 -3.644 -0.03 -0.03 0.02 0.004
H -4.186 0.775 -2.994 0.00 0.01 -0.01 0.001
H -3.168 1.507 -4.245 -0.02 -0.02 -0.01 0.001
H -3.068 -0.221 -3.940 0.01 0.01 0.00 -0.002
C -3.734 -1.283 0.108 0.70 0.34 0.05 0.068
C -5.087 -2.122 -0.033 -0.62 -0.36 -0.06 0.061
N -4.716 -3.466 -0.360 0.61 0.37 0.03 0.345
C -4.119 -3.547 -1.662 -0.57 -0.44 -0.01 0.063
C -2.864 -2.560 -1.677 0.57 0.49 0.06 0.038
N -2.634 -2.103 -0.330 -0.94 -0.57 -0.09 0.289
C -2.470 -3.232 0.548 0.67 0.39 -0.11 0.070
C -3.857 -4.013 0.649 -0.60 -0.29 0.07 0.066
H -3.567 -0.978 1.141 -0.08 -0.06 0.01 0.023
H -3.791 -0.398 -0.518 -0.12 0.01 -0.03 -0.018
H -5.720 -1.712 -0.819 0.09 0.05 -0.03 0.007
H -5.642 -2.105 0.904 0.08 0.05 0.03 0.006
H -4.843 -3.250 -2.420 0.08 0.08 -0.03 0.009
H -3.809 -4.572 -1.858 0.06 0.03 0.01 0.002
H -3.061 -1.704 -2.318 -0.08 -0.03 0.01 -0.008
H -1.978 -3.077 -2.043 -0.07 -0.10 -0.01 0.018
H -2.147 -2.883 1.525 -0.12 -0.05 0.07 -0.031
H -1.711 -3.893 0.137 0.02 -0.02 0.01 0.008
H -4.314 -3.872 1.628 0.06 0.04 0.00 0.005
H -3.706 -5.078 0.484 0.11 0.04 -0.04 0.006
O 0.476 -2.311 -0.181 -0.56 0.21 -0.23 0.222
N 1.001 -3.423 0.276 0.25 -0.17 0.28 0.067
C 0.858 -4.558 -0.443 -0.05 -0.01 -0.10 0.008
C 1.370 -5.754 0.006 0.05 -0.09 0.18 -0.001
C 2.028 -5.811 1.228 -0.03 0.12 -0.04 0.007
C 2.193 -4.630 1.938 0.04 -0.12 -0.10 -0.004
C 1.685 -3.451 1.433 0.13 0.19 0.11 0.010
H 0.337 -4.451 -1.383 0.00 0.10 0.01 -0.001
H 1.255 -6.642 -0.600 -0.07 0.03 -0.03 0.000
H 2.408 -6.747 1.612 0.04 0.00 -0.03 0.000
H 2.727 -4.615 2.877 -0.01 0.04 0.01 0.000
H 1.808 -2.490 1.914 -0.08 0.04 -0.02 0.022
```
Positions in Å, forces in eV/Å.